The following is a quantum chemistry calculation of 4 unconnected molecules or ions with the total composition C12H34N2O4 in a non-equilibrium geometry, from OMol25.

As for the spin multiplicity: 2. For the energy above the lowest of the compared OMol25 structures with the same formula, charge and spin, the calculation gives 1.1557 eV. The HOMO energy (alpha / beta) is -11.98 / -11.98 eV. Its total charge is +1. The frontier orbital gap (alpha / beta) comes out at 0.357 / 0.142 Eh.

XYZ file:
```
52
Properties=species:S:1:pos:R:3:forces:R:3:nbo_charge:R:1
C 0.260616 -1.534019 -2.854761 0.18 0.18 0.68 -0.638
C 1.093556 -1.321989 -1.571831 1.04 -1.13 -0.67 -0.062
O 0.597656 -0.330939 -0.693271 -0.58 0.71 -0.07 -0.746
H -0.788284 -1.724739 -2.627731 0.00 0.38 -0.04 0.205
H 0.550376 -2.402769 -3.445871 0.49 -0.13 0.39 0.241
H 0.405366 -0.687849 -3.526431 -0.39 0.15 0.15 0.224
H 2.114806 -1.050679 -1.839321 0.08 0.21 -0.38 0.171
H 1.250456 -2.214239 -0.965721 -0.48 -0.52 -0.30 0.165
H 1.140396 -0.364119 0.097889 0.24 0.00 -0.01 0.475
C 4.357616 -4.828719 -1.680881 0.70 2.22 -1.34 -0.689
C 2.932296 -4.749199 -2.285031 0.54 0.84 1.11 -0.047
O 2.720476 -6.006129 -2.823941 -0.67 -0.96 -0.08 -0.698
H 4.920726 -4.844049 -2.614031 0.63 -0.32 0.03 0.216
H 4.765836 -5.622089 -1.054781 -1.13 -0.47 0.05 0.231
H 4.743656 -3.915829 -1.227331 -0.40 0.26 0.20 0.219
H 2.794156 -4.013929 -3.077741 1.06 0.29 -0.42 0.155
H 2.167176 -4.341679 -1.624251 -0.36 -1.03 0.86 0.143
H 3.558446 -6.428389 -2.621201 -0.37 -0.82 -0.40 0.471
C 1.108866 3.805481 4.231179 0.88 1.39 0.55 -0.648
C 0.132986 3.064281 3.338809 -0.55 0.34 1.09 -0.104
C -0.356794 4.149621 2.228759 -0.10 -0.10 -0.49 -0.046
O 0.705326 4.537621 1.343809 -0.31 -1.25 1.38 -0.560
C 0.278426 5.430371 0.343029 0.68 0.74 -0.57 -0.258
N 0.747026 1.959351 2.624529 -0.71 2.91 0.19 -0.460
H 1.627056 3.293531 5.042039 0.01 -0.79 -0.56 0.248
H 0.633966 4.601801 4.804289 -0.76 -0.05 -0.26 0.244
H 1.816796 4.387691 3.641289 0.36 -0.39 -0.13 0.234
H -0.659854 2.690521 3.986729 -0.50 0.21 -0.52 0.232
H -0.756934 5.030681 2.730489 0.18 0.01 0.47 0.205
H -1.174144 3.759541 1.622229 -0.11 -0.53 0.08 0.186
H -0.262674 6.271181 0.777029 -0.28 -0.06 -0.06 0.184
H -0.246784 4.973141 -0.495531 -0.50 -0.33 0.33 0.182
H 1.177466 5.837711 -0.119461 0.12 0.02 0.23 0.213
H 0.047846 1.426251 2.127499 -0.62 -1.30 -0.49 0.399
H 1.241386 2.618781 2.040689 1.68 -1.11 -1.46 0.399
C -2.656034 1.609501 -0.983291 -0.81 -1.27 0.38 -0.630
C -2.738824 0.428991 0.020919 -0.03 0.59 1.17 -0.074
C -3.009754 -0.977499 -0.622771 -0.32 -0.42 -0.05 -0.061
O -3.163944 -2.002889 0.370239 0.22 2.05 0.85 -0.567
C -3.030404 -3.369719 0.077539 -0.87 -0.29 0.23 -0.257
N -1.569694 0.336751 0.901329 0.16 -0.38 -0.76 -0.700
H -3.689654 1.895751 -1.177701 -0.01 -0.27 -0.65 0.233
H -2.148774 1.213531 -1.863061 0.01 0.68 -0.24 0.223
H -2.254524 2.549391 -0.604481 0.64 -0.44 0.24 0.224
H -3.554964 0.620511 0.717579 -0.39 -0.15 -0.18 0.208
H -2.260434 -1.300029 -1.345681 0.30 0.36 0.06 0.176
H -3.929964 -0.795909 -1.178061 -0.34 -0.37 -0.12 0.192
H -3.255294 -3.944709 0.975819 0.29 0.45 0.49 0.205
H -2.018454 -3.655699 -0.209291 -0.16 0.02 -0.68 0.178
H -3.886514 -3.673799 -0.524721 0.58 -0.19 -0.99 0.188
H -0.795474 0.174991 0.273229 0.74 0.28 -0.24 0.394
H -1.682574 -0.565359 1.341259 -0.03 -0.22 0.97 0.385
```
Positions in Å, forces in eV/Å.

---

The following is a quantum chemistry calculation of 4 unconnected molecules or ions with the total composition C38H69Br2F3N2O11P3 in a non-equilibrium geometry, from OMol25.

As for the spin multiplicity: 1. The HOMO energy is -10.91 eV. Its total charge is +1. The frontier orbital gap comes out at 0.258 Eh.

XYZ file:
```
128
Properties=species:S:1:pos:R:3:forces:R:3:lowdin_charge:R:1
C 1.350237 2.319258 -0.446110 0.37 0.49 -0.78 -0.116
C 0.411781 3.508347 -0.874292 -0.26 -0.10 1.09 -0.223
C -0.996797 3.532474 -0.133926 -0.03 1.13 -0.52 -0.206
C -2.199000 3.136098 -1.075913 0.62 -0.37 1.16 -0.194
C -2.112227 1.635705 -1.613951 -1.65 0.51 -0.02 -0.173
C -3.236157 0.742674 -0.909520 -0.27 1.33 -0.55 -0.178
C -3.096177 0.554179 0.631789 -0.90 -0.47 -0.67 -0.128
C -2.221595 -0.692526 1.183998 0.20 2.49 2.07 -0.303
C -0.801568 0.043669 1.355013 0.56 -0.20 -0.23 -0.244
C -0.613414 0.784428 2.731678 0.94 0.02 -0.90 -0.108
C -2.912500 -0.904969 2.627699 -0.09 -0.22 -1.09 -0.121
C -4.095046 -1.893538 2.354709 0.89 0.50 -0.62 -0.240
C -5.128192 -1.792995 3.504068 -2.03 1.41 1.32 -0.548
F -5.741954 -2.927868 3.923194 1.04 0.53 -0.61 0.100
F -4.684167 -1.143265 4.634014 0.03 -1.06 -1.45 0.080
F -6.168407 -0.964132 3.074034 1.20 -0.93 0.05 0.084
C -3.684497 -3.379884 1.850340 -1.82 2.05 1.04 -0.506
P -5.349935 -3.819190 0.980917 -1.70 -2.62 -0.17 0.806
N -5.837686 -5.312418 1.037005 1.20 0.75 0.36 -0.246
P -3.179009 -4.578881 3.261913 -0.79 -2.85 1.98 0.573
O -4.468346 -5.472258 3.905661 0.57 1.32 -0.87 -0.370
Br -2.616695 -3.477374 5.191543 -0.36 0.16 -0.75 0.398
N -2.449152 -3.327808 0.889205 1.09 0.54 0.02 -0.297
C -2.546096 -4.323438 -0.237955 -0.15 -1.01 -2.65 -0.182
C -2.877976 -5.804517 -0.063230 -2.03 -3.40 -0.46 -0.174
C -2.450114 -6.775395 0.923843 0.21 0.33 0.06 -0.110
C -2.824407 -8.161600 0.994340 -1.05 0.43 -1.40 -0.065
C -3.714794 -8.708750 -0.000788 0.61 2.18 -0.23 -0.043
C -4.141536 -7.808202 -1.050047 1.06 0.15 1.34 -0.026
C -3.745991 -6.403740 -1.101081 -0.25 -1.03 0.37 -0.189
C -4.312827 -5.655769 -2.337892 0.22 0.01 0.23 -0.052
P -1.020048 -4.027384 1.851493 3.84 -2.03 0.58 0.625
O 0.239298 -4.486201 0.792045 -1.53 1.09 0.30 -0.338
Br 0.204191 -2.621129 3.071562 -0.32 0.23 -0.76 0.509
C -2.265267 -1.962010 0.260140 -1.80 2.76 -1.72 -0.221
C -1.240580 -1.840662 -0.914461 0.52 -0.98 -1.82 -0.119
C -1.851091 -2.069584 -2.387966 0.46 0.04 -0.33 -0.216
C -1.063029 -3.174879 -3.214001 -1.10 -0.22 -0.33 -0.092
H 1.141986 1.404723 -1.058279 0.21 0.57 0.63 0.061
H 2.404534 2.647045 -0.661852 -0.88 -0.60 0.20 0.076
H 1.302019 2.073657 0.642649 -0.11 0.27 -0.84 0.059
H 0.220076 3.520798 -1.975310 0.36 -0.09 0.81 0.111
H 0.954868 4.453034 -0.606985 -0.57 -0.76 -0.34 0.102
H -1.176663 4.608215 0.153586 0.11 -1.02 -0.16 0.112
H -0.995302 2.978817 0.846120 0.10 0.26 -1.02 0.084
H -2.246667 3.885589 -1.900718 0.13 -0.73 0.45 0.112
H -3.132621 3.292778 -0.463537 0.67 -0.32 -0.73 0.110
H -2.450669 1.708847 -2.685039 0.80 -0.46 0.82 0.115
H -1.089682 1.206840 -1.511344 -0.70 0.42 -0.31 0.076
H -4.159554 1.379832 -1.049435 0.80 -0.71 0.18 0.121
H -3.480019 -0.175099 -1.507252 0.48 0.55 0.72 0.090
H -4.145572 0.533491 1.051897 0.94 -0.34 -0.44 0.122
H -2.687912 1.516023 1.047604 -0.17 -1.11 -0.26 0.111
H 0.064109 -0.622230 1.085761 -0.77 0.46 0.70 0.074
H -0.705162 0.870310 0.598226 -0.34 -0.99 0.54 0.063
H 0.399433 1.275789 2.686731 -0.96 -0.39 0.10 0.083
H -1.357025 1.613325 2.795255 0.43 -0.75 0.35 0.083
H -0.588501 0.120631 3.623835 -0.33 0.58 -0.62 0.043
H -2.226522 -1.187631 3.446634 -0.50 -0.32 -0.61 0.038
H -3.375631 0.065480 2.954109 0.55 -0.90 -0.40 0.139
H -4.626246 -1.453992 1.459825 0.33 -0.19 1.06 0.120
H -5.326207 -3.402399 -0.396976 0.47 0.79 0.66 0.019
H -6.424622 -3.060383 1.564511 1.17 0.57 -0.33 0.052
H -5.125699 -5.857872 1.523116 -0.51 -0.52 -0.20 -0.045
H -4.007054 -6.121817 4.475972 -0.36 0.25 -0.33 0.057
H -3.273238 -3.874674 -0.969839 0.46 -0.52 1.01 0.088
H -1.626930 -4.378239 -0.886657 -0.41 0.83 1.23 0.126
H -1.761404 -6.434459 1.728882 -0.56 -0.26 -0.55 0.041
H -2.461258 -8.817425 1.814028 -0.17 0.78 -0.66 0.110
H -4.070220 -9.765068 0.012325 0.44 1.06 0.06 0.115
H -4.805290 -8.247491 -1.832906 0.63 0.78 0.66 0.118
H -3.514715 -5.591603 -3.127350 -0.79 0.07 0.63 0.090
H -5.194497 -6.204340 -2.761011 0.93 0.44 0.43 0.094
H -4.678274 -4.625286 -2.101802 0.34 -0.73 -0.21 0.052
H 0.340785 -5.455327 0.840963 -0.27 0.31 -0.06 0.070
H -3.270522 -1.823052 -0.255191 0.97 -0.35 0.47 0.131
H -0.749748 -0.851678 -1.040383 -0.54 -0.55 1.08 0.102
H -0.392795 -2.581318 -0.865008 -0.77 0.75 0.48 0.106
H -2.958874 -2.265243 -2.352088 1.04 -0.09 0.00 0.095
H -1.762222 -1.133695 -3.006627 -0.12 -0.66 0.94 0.108
H -0.361300 -3.786954 -2.597809 -0.40 0.59 -0.45 0.070
H -1.826570 -3.877793 -3.638836 0.77 0.41 0.27 0.063
H -0.530383 -2.748055 -4.104122 -0.31 -0.32 1.04 0.086
C 8.406730 2.888952 0.584565 -0.09 -0.19 -0.26 -0.067
C 7.510192 2.672226 1.787252 0.62 0.26 0.04 -0.206
O 6.196112 2.255864 1.384987 -0.26 -0.27 0.09 0.033
C 6.079787 0.969050 1.045389 0.21 0.33 -0.09 -0.603
O 6.959750 0.148273 1.054139 -0.23 0.02 0.02 0.131
O 4.810920 0.754746 0.664537 0.00 -0.01 0.09 -0.012
C 4.567807 -0.566447 0.184254 -0.14 -0.31 -0.08 -0.047
H 7.938486 3.576956 -0.122690 0.04 0.11 0.13 0.078
H 9.370888 3.295965 0.891343 -0.06 0.01 0.02 0.083
H 8.583228 1.953281 0.051239 0.05 -0.01 0.13 0.073
H 7.385938 3.613494 2.323092 -0.31 -0.08 -0.06 0.124
H 7.943946 1.956507 2.488267 -0.14 -0.12 -0.15 0.126
H 4.899530 -1.317854 0.900989 0.14 0.09 -0.08 0.098
H 5.062984 -0.709549 -0.776592 0.10 -0.13 0.13 0.085
H 3.493516 -0.677951 0.040627 0.02 0.29 0.06 0.087
C 0.071336 9.996906 2.147110 -0.14 -0.23 0.17 -0.066
C 1.462405 9.633502 1.666829 -0.36 0.45 -0.28 -0.210
O 2.102122 8.725674 2.575043 0.15 -0.32 -0.08 0.040
C 1.718357 7.450482 2.479542 -0.05 0.31 0.19 -0.600
O 0.903746 7.008112 1.708471 0.15 -0.07 0.03 0.110
O 2.376823 6.749212 3.411120 -0.04 0.02 -0.20 0.008
C 1.991859 5.377384 3.482509 0.01 -0.33 0.10 -0.045
H 0.106249 10.371681 3.171998 0.07 0.12 -0.09 0.083
H -0.371030 10.759191 1.504406 0.06 0.00 0.02 0.081
H -0.585147 9.125342 2.147932 0.05 0.03 -0.12 0.073
H 2.082782 10.529404 1.636710 0.17 -0.19 0.19 0.124
H 1.443779 9.219678 0.656606 -0.01 -0.17 0.15 0.123
H 2.054543 4.896852 2.505470 -0.11 0.11 0.01 0.088
H 0.981613 5.295124 3.886243 -0.01 -0.02 -0.15 0.098
H 2.680881 4.876412 4.160285 0.06 0.25 0.01 0.094
C 6.409591 2.285636 -3.076842 0.06 0.16 -0.24 -0.049
C 5.536555 1.056689 -3.233294 0.43 0.12 0.40 -0.211
O 4.583228 1.233696 -4.289204 -0.14 -0.24 -0.16 0.033
C 5.063249 1.072750 -5.529391 -0.01 0.23 0.06 -0.601
O 6.196858 0.791903 -5.819414 -0.19 -0.05 0.04 0.129
O 4.066162 1.303746 -6.391783 0.09 -0.13 0.17 0.001
C 4.464678 1.255481 -7.763453 -0.01 0.00 -0.41 -0.041
H 5.793801 3.179110 -2.953501 -0.03 -0.08 0.14 0.087
H 7.066892 2.183797 -2.211792 -0.05 -0.02 0.00 0.067
H 7.028175 2.443848 -3.961380 0.02 -0.13 0.06 0.080
H 4.962876 0.902004 -2.318642 -0.26 0.06 -0.22 0.101
H 6.134236 0.157086 -3.396777 -0.04 0.09 -0.21 0.128
H 4.981346 0.323834 -7.993076 0.09 0.11 0.10 0.097
H 5.097567 2.112071 -7.996929 0.09 -0.13 0.02 0.101
H 3.563183 1.311311 -8.370933 -0.07 0.04 0.25 0.093
```
Positions in Å, forces in eV/Å.

---

The following is a quantum chemistry calculation of a single C4H9NO3 molecule in a non-equilibrium geometry, from OMol25.

As for the spin multiplicity: 3. For the energy above the lowest of the compared OMol25 structures with the same formula, charge and spin, the calculation gives 4.6036 eV. The HOMO energy (alpha / beta) is -3.69 / -10.54 eV. The frontier orbital gap (alpha / beta) comes out at 0.170 / 0.324 Eh.

XYZ file:
```
17
Properties=species:S:1:pos:R:3:forces:R:3:nbo_charge:R:1
C 1.545052 -0.296869 0.105400 0.65 0.98 0.95 0.156
C 2.913127 0.362599 0.473662 -0.37 0.12 -2.02 -0.650
C -2.622131 -0.959136 0.294496 -0.25 -0.97 0.98 -0.267
C -0.884712 0.376898 -0.549826 2.24 2.09 -0.43 0.518
N 0.702359 0.484178 -0.713946 -7.49 7.29 5.54 -0.200
O 1.381390 -0.679004 -1.231304 5.91 -9.53 -4.33 -0.334
O -1.419489 1.577108 -0.144286 -1.31 -0.41 1.39 -0.744
O -1.250211 -0.595821 0.309930 0.83 0.04 1.03 -0.538
H 1.039897 -0.969426 0.882680 0.91 0.82 -1.13 0.186
H 2.799201 1.106443 1.251996 -0.33 0.44 -0.12 0.224
H 3.420783 0.811976 -0.492101 -1.19 -0.81 2.01 0.227
H 3.580203 -0.349206 0.908921 0.50 -0.77 0.02 0.216
H -2.759809 -1.709983 1.097488 0.53 -0.04 -0.62 0.199
H -2.794713 -1.449405 -0.676145 -0.72 0.54 0.28 0.187
H -3.317385 -0.190842 0.685340 0.46 0.21 -1.19 0.202
H -1.086605 0.123127 -1.551989 -0.95 -0.24 -1.48 0.129
H -1.246950 2.357363 -0.650311 0.58 0.24 -0.89 0.488
```
Positions in Å, forces in eV/Å.